The following is a DFT calculation (ωB97M-V/def2-TZVPD) of a molecular structure, C21H28N5OPtS4.

Structure (XYZ):
```
60
Properties=species:S:1:pos:R:3:lowdin_charge:R:1
Pt 1.054 -0.959 -0.232 1.04
N 3.650 -1.760 -2.240 0.13
C 3.962 -1.586 -0.941 -0.71
N 3.071 -1.502 0.019 -0.16
C 3.657 -1.359 1.269 -0.36
C 5.006 -1.359 1.252 -0.32
S 5.593 -1.538 -0.363 1.10
C 2.761 -1.220 2.405 -0.35
C 3.076 -1.094 3.713 -0.33
S 1.642 -0.980 4.668 1.09
C 0.688 -1.117 3.214 -0.67
N 1.405 -1.228 2.134 0.00
N -0.658 -1.111 3.236 0.13
H 2.687 -1.610 -2.499 0.08
H 4.350 -1.593 -2.941 0.11
H 5.689 -1.264 2.078 0.09
H 4.046 -1.078 4.181 0.08
H -1.157 -1.068 4.103 0.11
H -1.163 -1.255 2.377 0.10
S 2.429 1.381 -0.354 0.65
C 1.852 2.943 -0.313 -1.11
N 1.104 3.535 -1.235 -0.05
C 0.965 4.982 -1.170 -0.20
C 1.223 5.374 0.283 -0.39
S 2.242 4.029 0.987 0.97
H 0.841 3.026 -2.065 0.14
H -0.035 5.276 -1.486 0.12
H 1.693 5.452 -1.836 0.13
H 0.307 5.438 0.866 0.08
H 1.776 6.304 0.367 0.08
C -1.469 1.747 1.219 -0.06
C -2.423 1.750 0.014 -0.35
C -1.794 2.460 -1.190 -0.06
C -2.915 0.358 -0.338 -0.14
C -4.266 0.090 -0.252 -0.04
C -4.767 -1.173 -0.520 -0.07
C -3.891 -2.189 -0.858 -0.05
C -2.519 -1.994 -0.955 -0.13
C -1.724 -3.232 -1.354 -0.38
C -0.941 -3.804 -0.167 -0.06
C -0.834 -3.060 -2.589 -0.06
C -2.001 -0.684 -0.693 -0.27
O -0.735 -0.296 -0.750 -0.33
H -1.181 2.771 1.469 0.08
H -0.562 1.182 1.008 0.04
H -1.957 1.307 2.090 0.08
H -3.306 2.322 0.310 0.13
H -0.895 1.934 -1.509 0.05
H -1.537 3.487 -0.919 0.06
H -2.490 2.491 -2.029 0.09
H -4.941 0.892 0.023 0.11
H -5.831 -1.361 -0.471 0.11
H -4.294 -3.170 -1.081 0.11
H -2.470 -3.982 -1.627 0.12
H -0.124 -3.129 0.118 0.02
H -0.493 -4.764 -0.430 0.09
H -1.589 -3.951 0.697 0.09
H 0.062 -2.481 -2.350 0.03
H -1.365 -2.547 -3.390 0.09
H -0.507 -4.035 -2.951 0.08
```

Output
2S+1 ... 3
LUMO level (alpha / beta) ... -2.3 / -4.6 eV
Net charge ... +1

***

The following is a DFT calculation (ωB97M-V/def2-TZVPD) of a molecular structure, C4H7Cl.

Structure (XYZ):
```
12
Properties=species:S:1:pos:R:3:lowdin_charge:R:1
C 0.331 -0.707 1.156 -0.16
C 1.372 -0.395 0.085 -0.15
C -0.099 -0.402 -0.237 -0.76
C -1.161 1.259 -0.607 0.03
Cl -0.834 -1.616 -1.277 0.61
H 0.269 -1.789 1.275 0.09
H 0.165 -0.056 2.016 0.10
H 1.641 0.615 -0.074 0.08
H 2.141 -1.112 -0.153 0.10
H -0.820 1.068 -1.615 0.01
H -0.889 2.243 -0.224 0.04
H -2.116 0.890 -0.345 0.01
```

Output
LUMO level ... 1.0 eV

***

The following is a DFT calculation (ωB97M-V/def2-TZVPD) of C2H5N3S2 in the gas phase.

Structure (XYZ):
```
12
Properties=species:S:1:pos:R:3:lowdin_charge:R:1
N 0.015 1.687 -0.842 0.07
N -0.221 0.380 -0.182 -0.26
C -1.379 -0.276 -0.471 -0.73
S -1.848 -1.723 0.076 0.63
C 0.485 0.308 1.071 -0.30
N 1.205 -0.689 1.441 -0.31
S 1.511 -1.898 0.234 0.68
H 0.334 1.389 -1.799 0.10
H -0.970 2.020 -1.019 0.09
H -2.001 0.193 -1.220 0.05
H 0.349 1.102 1.752 0.11
H 2.520 -2.492 0.959 -0.13
```

Output
Structure (SMILES) ... NN(C=S)/C=N\S
LUMO level ... 0.2 eV

***

The following is a DFT calculation (ωB97M-V/def2-TZVPD) of 18 unconnected molecules or ions with the total composition C96H218N10O18.

Structure (XYZ):
```
342
Properties=species:S:1:pos:R:3:lowdin_charge:R:1
O 5.995 -0.085 0.338 -0.06
H 5.837 0.851 0.461 -0.04
H 5.302 -0.513 0.841 0.01
O 5.710 2.610 1.170 -0.04
H 5.518 3.357 0.603 0.00
H 5.583 2.944 2.058 0.05
C 5.399 0.411 3.732 -0.15
O 4.528 -0.590 3.254 -0.14
H 4.974 1.243 4.294 0.07
H 5.938 -0.100 4.531 0.08
H 5.999 0.833 2.926 0.06
H 3.773 -0.697 3.837 0.00
C 1.795 0.743 4.782 -0.09
O 2.507 -0.506 4.876 -0.13
H 2.272 1.540 5.352 0.09
H 1.492 1.011 3.769 0.07
H 0.856 0.719 5.335 0.06
H 2.896 -0.538 5.753 0.09
C 5.585 2.226 -2.032 -0.15
O 5.205 3.567 -2.276 -0.12
H 5.942 1.794 -2.967 0.08
H 6.301 2.144 -1.215 0.07
H 4.654 1.722 -1.773 0.07
H 4.872 3.943 -1.458 0.02
C -3.600 -4.772 -1.317 -0.22
O -4.023 -5.836 -2.042 -0.09
H -3.092 -4.055 -1.962 0.07
H -4.414 -4.263 -0.802 0.08
H -2.967 -5.080 -0.485 0.07
H -3.520 -5.860 -2.859 0.08
C 3.321 5.501 0.500 -0.15
O 4.495 4.856 0.283 -0.13
H 3.264 6.291 1.249 0.09
H 2.931 5.932 -0.423 0.07
H 2.622 4.708 0.767 0.08
H 5.291 5.348 0.497 0.12
C -2.274 -4.952 3.300 -0.15
O -3.500 -5.695 3.399 -0.12
H -2.355 -3.879 3.471 0.05
H -1.567 -5.277 4.064 0.06
H -1.898 -4.948 2.277 0.07
H -3.269 -6.571 3.083 0.07
C -3.922 3.405 6.796 -0.03
C -4.406 1.958 6.483 -0.45
C -3.315 1.324 5.555 -0.13
C -2.140 0.653 6.222 -0.20
C -2.540 -0.378 7.263 -0.12
C -3.553 0.248 8.315 -0.42
N -4.650 0.955 7.599 -0.08
O -5.799 1.297 8.398 -0.01
C -4.103 -0.877 9.267 -0.04
C -2.679 1.238 9.254 -0.03
C -5.715 2.150 5.700 -0.04
H -4.704 3.989 7.282 0.08
H -3.501 3.905 5.924 0.06
H -3.115 3.369 7.527 0.05
H -3.754 0.653 4.817 0.11
H -2.900 2.112 4.927 0.10
H -1.516 1.441 6.643 0.09
H -1.484 0.216 5.470 0.08
H -1.637 -0.689 7.788 0.11
H -2.965 -1.295 6.855 0.12
H -4.672 -0.615 10.158 0.08
H -4.809 -1.462 8.678 0.08
H -3.308 -1.576 9.525 0.08
H -1.948 1.827 8.700 0.05
H -3.330 1.947 9.767 0.07
H -2.060 0.810 10.042 0.07
H -6.173 1.214 5.381 0.08
H -5.485 2.793 4.850 0.08
H -6.436 2.637 6.357 0.08
H -5.538 2.126 8.807 0.08
C 7.007 -3.784 -0.623 -0.03
C 5.918 -4.442 -1.446 -0.48
C 4.637 -3.520 -1.553 -0.11
C 4.813 -2.366 -2.535 -0.17
C 5.181 -2.978 -3.903 -0.15
C 6.376 -3.920 -3.884 -0.48
N 6.267 -4.939 -2.796 -0.10
O 7.269 -5.960 -2.837 0.01
C 6.248 -4.717 -5.217 -0.02
C 7.671 -3.117 -3.694 -0.03
C 5.428 -5.608 -0.569 -0.04
H 7.599 -3.124 -1.257 0.06
H 7.772 -4.441 -0.209 0.09
H 6.623 -3.167 0.189 0.09
H 3.719 -4.051 -1.805 0.09
H 4.477 -3.038 -0.589 0.11
H 5.558 -1.623 -2.251 0.10
H 3.856 -1.856 -2.649 0.08
H 5.442 -2.172 -4.588 0.11
H 4.263 -3.487 -4.199 0.10
H 5.429 -5.433 -5.155 0.08
H 6.105 -4.100 -6.104 0.08
H 7.158 -5.304 -5.340 0.07
H 8.503 -3.666 -3.252 0.08
H 8.037 -2.688 -4.627 0.09
H 7.530 -2.185 -3.147 0.08
H 6.250 -6.300 -0.387 0.08
H 4.643 -6.100 -1.143 0.07
H 5.112 -5.299 0.428 0.09
H 8.037 -5.385 -2.873 0.06
C 2.408 -1.125 -8.899 -0.01
C 2.969 0.333 -8.636 -0.48
C 1.756 1.251 -8.625 -0.14
C 0.982 1.308 -7.316 -0.21
C 1.868 1.559 -6.166 -0.14
C 3.082 0.532 -6.116 -0.46
N 3.764 0.576 -7.394 -0.09
O 4.911 -0.236 -7.338 -0.02
C 3.990 1.083 -5.018 -0.04
C 2.531 -0.872 -5.638 -0.02
C 3.847 0.817 -9.780 -0.05
H 1.907 -1.533 -8.022 0.05
H 3.251 -1.797 -9.063 0.08
H 1.723 -1.223 -9.741 0.08
H 2.140 2.260 -8.775 0.12
H 1.058 1.035 -9.435 0.13
H 0.355 0.444 -7.099 0.09
H 0.291 2.137 -7.470 0.11
H 1.276 1.411 -5.263 0.11
H 2.253 2.574 -6.265 0.12
H 4.821 0.386 -4.917 0.07
H 4.251 2.095 -5.327 0.09
H 3.503 1.145 -4.045 0.07
H 1.514 -1.110 -5.951 0.05
H 3.223 -1.654 -5.950 0.07
H 2.624 -1.051 -4.567 0.06
H 3.256 0.692 -10.687 0.09
H 4.771 0.268 -9.958 0.08
H 4.069 1.877 -9.656 0.09
H 5.652 0.358 -7.478 0.11
C -1.328 6.854 2.446 -0.02
C -1.973 5.758 3.283 -0.52
C -1.636 4.379 2.650 -0.10
C -0.217 3.909 3.081 -0.17
C 0.069 4.029 4.572 -0.16
C -0.268 5.365 5.195 -0.46
N -1.645 5.720 4.726 -0.07
O -2.077 6.908 5.423 -0.02
C -0.345 5.191 6.779 -0.01
C 0.831 6.406 4.817 -0.03
C -3.447 5.876 3.231 -0.05
H -0.356 6.558 2.049 0.06
H -1.122 7.742 3.042 0.09
H -1.885 7.118 1.547 0.08
H -2.296 3.543 2.884 0.10
H -1.652 4.342 1.561 0.10
H 0.528 4.534 2.590 0.09
H -0.002 2.888 2.766 0.09
H 1.139 3.849 4.682 0.12
H -0.430 3.206 5.083 0.11
H 0.551 4.689 7.144 0.08
H -0.354 6.177 7.245 0.08
H -1.258 4.667 7.062 0.06
H 1.745 6.379 5.410 0.08
H 1.123 6.360 3.768 0.06
H 0.518 7.435 4.996 0.08
H -3.894 5.686 2.256 0.09
H -3.682 6.896 3.534 0.09
H -3.999 5.210 3.895 0.08
H -2.480 6.543 6.214 0.09
C 3.700 -7.156 6.040 -0.05
C 3.143 -6.060 6.976 -0.47
C 4.374 -5.070 7.143 -0.13
C 3.946 -3.714 7.706 -0.16
C 2.774 -3.133 6.843 -0.15
C 1.541 -4.032 6.681 -0.50
N 1.999 -5.356 6.300 -0.07
O 0.910 -6.197 5.853 0.00
C 0.700 -4.001 7.995 -0.01
C 0.779 -3.269 5.595 -0.04
C 2.826 -6.745 8.307 -0.04
H 2.924 -7.913 5.924 0.08
H 4.659 -7.592 6.317 0.09
H 3.955 -6.658 5.105 0.08
H 5.133 -5.484 7.806 0.11
H 4.922 -4.971 6.206 0.11
H 4.830 -3.090 7.838 0.11
H 3.487 -3.842 8.686 0.09
H 3.223 -2.950 5.867 0.11
H 2.403 -2.182 7.226 0.11
H 0.080 -3.105 7.994 0.07
H 0.127 -4.924 8.085 0.08
H 1.170 -3.909 8.974 0.07
H 1.406 -3.172 4.708 0.09
H -0.153 -3.763 5.318 0.07
H 0.570 -2.232 5.854 0.07
H 3.693 -7.223 8.763 0.09
H 2.010 -7.463 8.223 0.08
H 2.480 -5.974 8.995 0.07
H 0.588 -6.546 6.687 0.07
C -8.922 -1.139 0.333 -0.05
C -8.043 -0.297 1.268 -0.49
C -7.171 -1.323 2.111 -0.11
C -5.901 -0.689 2.728 -0.18
C -5.180 -0.057 1.563 -0.16
C -5.922 1.064 0.733 -0.45
N -7.257 0.569 0.404 -0.15
O -7.927 1.392 -0.460 0.01
C -5.930 2.379 1.550 -0.01
C -5.013 1.249 -0.512 -0.04
C -8.903 0.431 2.280 -0.03
H -8.437 -1.811 -0.374 0.09
H -9.665 -0.548 -0.203 0.08
H -9.590 -1.784 0.904 0.08
H -7.766 -1.720 2.933 0.11
H -6.899 -2.205 1.531 0.11
H -5.231 -1.394 3.219 0.11
H -6.130 0.137 3.401 0.08
H -4.853 -0.877 0.924 0.11
H -4.231 0.235 2.013 0.09
H -4.925 2.576 1.926 0.07
H -6.361 3.166 0.933 0.08
H -6.550 2.314 2.444 0.06
H -4.107 1.835 -0.354 0.08
H -4.876 0.285 -1.002 0.08
H -5.521 1.818 -1.291 0.07
H -8.311 0.650 3.168 0.07
H -9.819 -0.068 2.597 0.09
H -9.240 1.364 1.826 0.09
H -7.882 0.841 -1.245 0.11
C -5.316 2.611 -6.036 -0.04
C -3.983 1.828 -5.758 -0.47
C -3.738 2.037 -4.236 -0.11
C -2.791 0.992 -3.554 -0.15
C -3.248 -0.419 -3.950 -0.16
C -3.418 -0.651 -5.428 -0.44
N -4.273 0.407 -6.080 -0.12
O -4.570 0.121 -7.408 0.00
C -1.960 -0.876 -6.052 0.00
C -4.156 -1.984 -5.565 -0.05
C -2.870 2.451 -6.636 -0.02
H -5.723 2.450 -7.034 0.07
H -5.074 3.663 -5.885 0.08
H -6.177 2.406 -5.400 0.08
H -3.431 3.059 -4.015 0.11
H -4.681 1.959 -3.695 0.10
H -2.771 1.083 -2.467 0.07
H -1.791 1.092 -3.977 0.10
H -4.098 -0.697 -3.328 0.11
H -2.452 -1.057 -3.566 0.10
H -1.815 -1.846 -6.528 0.06
H -1.772 -0.091 -6.783 0.06
H -1.134 -0.763 -5.349 0.06
H -3.723 -2.766 -4.940 0.07
H -5.193 -1.949 -5.231 0.08
H -4.233 -2.324 -6.598 0.08
H -1.921 2.057 -6.270 0.05
H -2.864 3.523 -6.439 0.07
H -3.024 2.275 -7.701 0.09
H -5.478 -0.178 -7.316 0.11
C -1.595 7.893 -3.712 -0.03
C -0.323 7.490 -2.911 -0.45
C -0.776 6.871 -1.518 -0.15
C -1.164 5.436 -1.697 -0.20
C 0.009 4.645 -2.178 -0.14
C 0.616 5.125 -3.524 -0.45
N 0.553 6.597 -3.735 -0.11
O 0.984 7.075 -5.005 0.01
C 2.150 4.731 -3.542 -0.01
C -0.083 4.363 -4.680 -0.03
C 0.438 8.798 -2.493 -0.04
H -2.201 8.573 -3.114 0.08
H -2.123 6.984 -4.000 0.07
H -1.334 8.454 -4.610 0.08
H -0.090 6.990 -0.679 0.11
H -1.714 7.309 -1.178 0.11
H -2.010 5.333 -2.377 0.12
H -1.435 5.123 -0.689 0.10
H -0.418 3.648 -2.291 0.09
H 0.738 4.415 -1.402 0.10
H 2.460 5.103 -4.518 0.07
H 2.705 5.253 -2.763 0.07
H 2.241 3.645 -3.511 0.08
H 0.496 4.490 -5.595 0.08
H -0.180 3.288 -4.522 0.06
H -1.113 4.713 -4.744 0.07
H 1.397 8.542 -2.042 0.07
H -0.148 9.341 -1.752 0.08
H 0.672 9.379 -3.385 0.07
H 1.918 7.221 -4.840 0.09
C 1.705 -0.424 -0.921 -0.01
C 1.296 0.463 0.306 -0.42
C 0.405 1.611 -0.182 -0.16
C -0.989 1.229 -0.425 -0.22
C -1.659 0.484 0.700 -0.12
C -0.776 -0.737 1.178 -0.45
N 0.624 -0.351 1.359 -0.08
O 1.418 -1.433 1.832 0.01
C -1.405 -1.113 2.603 0.00
C -1.030 -1.846 0.184 -0.03
C 2.515 1.191 0.953 -0.02
H 2.449 0.099 -1.521 0.07
H 0.891 -0.568 -1.632 0.06
H 2.140 -1.394 -0.681 0.08
H 0.386 2.431 0.536 0.10
H 0.756 2.021 -1.129 0.12
H -0.855 0.533 -1.253 0.10
H -1.592 2.035 -0.844 0.10
H -2.578 0.213 0.181 0.09
H -1.850 1.139 1.550 0.11
H -2.435 -1.454 2.490 0.07
H -0.775 -1.873 3.064 0.06
H -1.289 -0.271 3.286 0.06
H -2.045 -2.244 0.174 0.08
H -0.699 -1.652 -0.836 0.06
H -0.438 -2.702 0.509 0.08
H 3.215 0.503 1.427 0.06
H 2.332 1.899 1.761 0.07
H 3.109 1.642 0.157 0.07
H 1.711 -1.107 2.686 0.06
C -1.023 -4.464 -5.870 -0.01
C 0.066 -4.701 -4.785 -0.49
C 0.198 -3.470 -3.963 -0.17
C 1.036 -3.592 -2.773 -0.20
C 0.621 -4.788 -1.972 -0.09
C 0.562 -6.187 -2.754 -0.50
N -0.147 -5.933 -3.985 -0.10
O -0.213 -7.123 -4.731 0.00
C 1.952 -6.761 -2.789 -0.04
C -0.318 -7.186 -1.968 -0.02
C 1.355 -4.847 -5.579 -0.03
H -1.997 -4.349 -5.395 0.07
H -1.091 -5.330 -6.528 0.08
H -0.762 -3.571 -6.439 0.07
H 0.682 -2.703 -4.567 0.10
H -0.808 -3.136 -3.711 0.12
H 0.905 -2.674 -2.201 0.09
H 2.086 -3.580 -3.065 0.09
H -0.337 -4.545 -1.513 0.11
H 1.368 -4.944 -1.193 0.11
H 2.690 -6.225 -3.385 0.07
H 2.369 -6.822 -1.784 0.08
H 1.949 -7.789 -3.150 0.09
H -1.322 -6.770 -1.893 0.07
H -0.357 -8.175 -2.426 0.09
H 0.068 -7.193 -0.948 0.09
H 1.450 -5.707 -6.241 0.09
H 2.191 -4.868 -4.881 0.06
H 1.583 -3.956 -6.165 0.08
H 0.725 -7.282 -4.855 0.08
```

Output
LUMO level ... -0.2 eV

***

The following is a DFT calculation (ωB97M-V/def2-TZVPD) of CH3IOS2 in the gas phase.

Structure (XYZ):
```
8
Properties=species:S:1:pos:R:3:lowdin_charge:R:1
C 1.244 -0.365 -0.450 -0.47
O -0.989 -0.029 1.896 -0.67
S -0.167 0.644 -1.020 0.45
S -1.544 -0.218 0.333 0.16
I -3.359 1.433 0.106 0.43
H 1.520 -1.374 -0.886 0.07
H 1.163 -0.307 0.641 0.01
H 2.133 0.216 -0.621 0.02
```

Output
LUMO level ... -1.4 eV

***

The following is a DFT calculation (ωB97M-V/def2-TZVPD) of 8 unconnected molecules or ions with the total composition C8H32O8.

Structure (XYZ):
```
48
Properties=species:S:1:pos:R:3:lowdin_charge:R:1
C -2.867 -0.697 1.907 -0.16
O -4.049 -1.304 2.404 -0.11
H -1.988 -0.884 2.525 0.07
H -2.618 -1.274 1.016 0.06
H -2.930 0.331 1.551 0.08
H -4.157 -0.866 3.251 0.07
C -0.694 2.847 -0.531 -0.20
O -1.461 1.727 -0.427 -0.11
H 0.030 2.892 0.283 0.07
H -0.191 2.950 -1.492 0.07
H -1.287 3.758 -0.459 0.08
H -0.909 0.942 -0.396 0.01
C 0.143 0.892 4.587 -0.15
O 0.698 0.301 3.441 -0.13
H 0.162 1.982 4.600 0.09
H -0.897 0.606 4.741 0.07
H 0.617 0.508 5.491 0.08
H 0.728 -0.640 3.629 0.10
C -0.879 0.783 -4.015 -0.17
O -0.623 -0.010 -5.159 -0.12
H -0.007 1.395 -3.789 0.07
H -1.749 1.434 -4.097 0.08
H -1.002 0.267 -3.063 0.06
H -0.596 0.505 -5.969 0.08
C 2.822 -1.090 -2.918 -0.13
O 3.584 -1.686 -4.009 -0.13
H 3.448 -0.525 -2.228 0.07
H 2.082 -0.479 -3.434 0.07
H 2.337 -1.850 -2.306 0.06
H 3.815 -1.006 -4.646 0.06
C 2.843 3.072 3.164 -0.18
O 2.094 2.404 2.186 -0.13
H 3.366 2.354 3.796 0.08
H 3.650 3.649 2.713 0.08
H 2.250 3.796 3.723 0.07
H 1.458 1.783 2.548 0.02
C -1.876 -3.926 -1.206 -0.14
O -0.523 -3.896 -1.688 -0.13
H -2.542 -4.484 -1.864 0.08
H -1.877 -4.290 -0.179 0.09
H -2.312 -2.928 -1.257 0.07
H -0.421 -3.475 -2.545 0.08
C 0.573 -0.876 0.273 -0.14
O -0.352 -0.679 -0.744 -0.13
H 1.581 -0.910 -0.142 0.08
H 0.618 -0.050 0.983 0.07
H 0.371 -1.784 0.842 0.09
H -0.462 -1.567 -1.090 0.06
```

Output
Structure (SMILES) ... CO.CO.CO.CO.CO.CO.CO.CO
LUMO level ... 0.3 eV

***

The following is a DFT calculation (ωB97M-V/def2-TZVPD) of 3 unconnected molecules or ions with the total composition CH9N3O2.

Structure (XYZ):
```
15
Properties=species:S:1:pos:R:3:lowdin_charge:R:1
N 1.734 -1.712 1.647 0.07
C 0.780 -0.874 1.450 -0.65
N 0.335 -0.453 0.211 0.11
N 0.182 -0.279 2.533 0.11
H 2.027 -2.087 0.749 0.02
H 0.987 -0.564 -0.539 0.08
H -0.535 0.031 0.064 0.04
H -0.686 0.211 2.451 0.08
H 0.527 -0.689 3.383 0.09
O -1.705 1.713 -0.389 -0.05
H -2.486 1.684 -0.942 0.05
H -1.062 2.388 -0.591 0.04
O -0.336 0.012 -3.448 -0.05
H 0.094 -0.028 -2.592 0.00
H 0.144 0.647 -3.986 0.04
```

Output
Structure (SMILES) ... N=C(N)N.O.O
LUMO level ... 0.3 eV

***

no.,E_tot (eV),maximum force (eV/Å)
1,-78311.6816,1.55
2,-16780.9119,4.84
3,-28293.3316,2.88
4,-154825.4493,3.58
5,-32902.6341,6.20
6,-25190.5438,2.08
7,-9748.4329,1.45